Entry 1:
Molecular formula: C3H11N2S2
Method: DFT, the ωB97M-V functional and the def2-TZVPD basis

```
18
Properties=species:S:1:pos:R:3:forces:R:3:mulliken_spin:R:1
C -0.368 -1.417 -2.085 -0.33 0.36 0.21 0.0121
S -0.750 0.368 -2.049 0.51 -0.06 -0.60 0.0181
S 0.951 1.146 -2.944 -0.33 -0.06 -0.02 -0.0006
H -0.572 -1.794 -3.082 0.17 -0.20 0.03 0.0009
H -1.022 -1.880 -1.345 -0.09 -0.04 -0.12 -0.0045
H 0.660 -1.580 -1.769 0.03 -0.02 -0.18 0.0008
H 1.766 1.188 -1.874 -0.12 0.00 0.11 0.0020
C 1.106 -0.802 1.729 0.01 0.10 -0.81 0.0186
N -1.497 1.798 1.005 0.41 -0.28 -0.67 0.0873
C -0.483 1.027 1.563 0.34 0.63 0.83 0.7617
N 0.160 -0.038 0.949 -0.73 -0.37 0.13 0.1243
H 1.249 -1.750 1.205 0.15 -0.05 0.23 0.0051
H 0.713 -1.008 2.727 0.03 0.06 -0.07 -0.0025
H 2.079 -0.295 1.797 -0.03 -0.09 0.27 -0.0034
H -1.755 1.643 0.054 -0.18 -0.03 -0.17 -0.0119
H -2.155 2.279 1.581 -0.11 -0.12 0.23 -0.0021
H -0.264 1.226 2.599 0.13 -0.15 -0.01 0.0485
H 0.184 -0.112 -0.062 0.15 0.32 0.62 -0.0544
```
Forces are in eV/Å.

The calculation puts the LUMO energy (alpha / beta) at 0.44 / 0.41 eV. For the gap between HOMO and LUMO (alpha / beta), the calculation gives 4.91 / 9.04 eV. The energy relative to the best compared isomer or geometry (same formula, charge and spin) comes out at 1.97 kcal/mol. Its molar mass is 139.27 g mol⁻¹. Its strongest force on any atom is 1.10 eV/A. The value obtained for the HOMO energy (alpha / beta) is -4.47 / -8.63 eV. As for the multiplicity: 2.

=====

Entry 2:
Molecular formula: C2H7S
Method: DFT, the ωB97M-V functional and the def2-TZVPD basis

```
10
Properties=species:S:1:pos:R:3:forces:R:3:mulliken_charge:R:1
C 1.427 1.124 -0.268 -1.58 1.34 -0.56 -0.6454
H 1.411 1.930 0.466 1.09 -0.22 0.36 0.2661
H 1.444 1.631 -1.230 0.22 0.03 -0.27 0.2742
H 0.392 0.790 -0.162 0.82 -0.58 -0.25 -0.0241
H 2.168 0.344 -0.271 0.13 -0.10 0.62 0.2360
C -0.898 -1.058 0.247 -4.33 -1.45 0.55 -1.0598
S -3.237 -1.479 0.427 2.32 0.52 -0.22 -0.7785
H -0.835 -1.423 1.254 0.67 0.36 0.38 0.2389
H -0.867 -1.842 -0.487 0.61 0.28 -0.53 0.2404
H -1.006 -0.017 0.024 0.06 -0.18 -0.07 0.2521
```
Forces are in eV/Å.

The calculation puts the LUMO energy at 3.80 eV. For the gap between HOMO and LUMO, the calculation gives 6.13 eV. The energy relative to the best compared isomer or geometry (same formula, charge and spin) comes out at 58.20 kcal/mol. Its molar mass is 63.15 g mol⁻¹. Its strongest force on any atom is 4.60 eV/A. The value obtained for the HOMO energy is -2.34 eV. As for the net charge: -1. As for the multiplicity: 1.

=====

Entry 3:
Molecular formula: C5H9N4O
Method: DFT, the ωB97M-V functional and the def2-TZVPD basis

```
19
Properties=species:S:1:pos:R:3:forces:R:3:mulliken_charge:R:1
C -0.644 1.695 -0.064 1.10 0.73 0.55 -0.0110
C 1.060 0.349 -0.100 -5.58 -2.11 0.28 0.6683
C 2.388 -0.213 0.153 2.47 -3.97 -1.86 0.2425
C -0.596 -1.761 -0.335 -3.55 -0.11 3.26 -0.9121
C -2.633 0.290 0.293 -0.71 -3.26 -0.55 -0.7261
N 0.696 1.563 -0.207 0.00 2.65 0.38 -0.4927
N -0.266 -0.418 -0.026 4.81 1.19 0.92 0.0884
N -1.171 0.511 0.157 -1.86 1.40 -0.82 0.1579
N 3.401 0.657 0.108 -1.09 -1.09 0.39 -0.3078
O 2.600 -1.452 0.134 -1.49 2.55 0.58 -0.5869
H -1.215 2.643 -0.005 0.62 -0.89 -0.09 0.3449
H -0.877 -2.310 0.623 0.38 0.47 -1.26 0.3133
H -1.450 -1.736 -0.992 -0.26 -0.27 -0.33 0.3578
H 0.181 -2.211 -0.773 3.05 -1.66 -1.57 0.4348
H -3.220 1.206 0.489 0.88 -0.46 0.25 0.2908
H -2.954 -0.104 -0.718 0.11 0.51 1.08 0.3950
H -2.844 -0.621 1.031 0.52 2.39 -1.27 0.2839
H 3.215 1.603 0.097 -0.14 2.27 -0.03 0.2114
H 4.328 0.308 0.133 0.74 -0.32 0.10 0.2476
```
Forces are in eV/Å.

The calculation puts the LUMO energy at -4.79 eV. For the gap between HOMO and LUMO, the calculation gives 9.40 eV. The energy relative to the best compared isomer or geometry (same formula, charge and spin) comes out at 49.54 kcal/mol. Its molar mass is 141.15 g mol⁻¹. Its strongest force on any atom is 5.97 eV/A. As for the SMILES: Cn1c(C(N)=O)nc[n+]1C. The value obtained for the HOMO energy is -14.18 eV. As for the net charge: +1. As for the multiplicity: 1.

=====

Entry 4:
Molecular formula: C5H14
Method: DFT, the ωB97M-V functional and the def2-TZVPD basis

```
19
Properties=species:S:1:pos:R:3:forces:R:3:mulliken_charge:R:1
C -0.970 0.577 0.599 -2.54 -0.39 1.48 0.2775
C -2.203 -0.322 0.915 1.48 -1.42 0.23 -1.3293
C -0.757 1.469 1.810 0.49 0.44 0.79 -1.2552
H -0.130 -0.090 0.484 0.26 0.19 -0.67 -0.1080
H -1.304 1.156 -0.259 0.91 0.13 -0.32 0.2839
H -2.400 -1.040 0.109 -0.48 0.60 -0.24 0.3292
H 0.040 2.188 1.627 -0.13 0.36 0.00 0.3169
H -1.654 1.964 2.196 -0.10 0.34 -0.78 0.3613
H -3.076 0.202 1.292 -0.10 0.10 -0.34 0.3606
H -1.874 -1.031 1.689 -0.24 0.33 0.32 0.3318
H -0.460 0.973 2.742 0.30 -0.69 -0.43 0.3493
C 1.519 -1.250 -2.120 0.44 -0.07 -0.71 -0.8700
C 2.143 -0.222 -1.188 0.09 -0.45 0.57 -0.7330
H 0.501 -1.007 -2.422 -0.10 -0.16 0.29 0.2802
H 2.084 -1.355 -3.050 0.03 0.31 -0.07 0.3336
H 1.593 -2.256 -1.696 -0.41 0.17 0.21 0.2694
H 2.043 0.828 -1.459 -0.13 -0.10 -0.32 0.2761
H 1.701 -0.341 -0.197 0.12 0.17 -0.01 0.1997
H 3.203 -0.444 -1.069 0.11 0.12 -0.01 0.3261
```
Forces are in eV/Å.

The calculation puts the LUMO energy at 1.12 eV. For the gap between HOMO and LUMO, the calculation gives 12.43 eV. The energy relative to the best compared isomer or geometry (same formula, charge and spin) comes out at 10.91 kcal/mol. Its molar mass is 74.17 g mol⁻¹. Its strongest force on any atom is 2.96 eV/A. As for the SMILES: CCC.CC. The value obtained for the HOMO energy is -11.31 eV. As for the multiplicity: 1.

=====

Entry 5:
Molecular formula: C3H4MgO3
Method: DFT, the ωB97M-V functional and the def2-TZVPD basis

```
11
Properties=species:S:1:pos:R:3:forces:R:3:mulliken_spin:R:1
H 0.750 -0.070 -1.674 -0.34 -0.51 1.45 0.0406
O -1.024 0.305 -0.232 -1.43 -0.05 0.08 0.1661
Mg -2.938 0.620 1.266 1.81 -0.94 -1.03 -0.2764
C 0.064 0.877 -0.668 0.92 -0.15 0.90 0.4304
C 1.307 0.065 -0.469 0.89 2.97 -1.85 0.4307
H 0.145 1.951 -0.441 -0.13 0.26 -0.87 0.0761
H 1.729 0.278 0.524 -0.37 -1.62 0.65 0.0626
H 2.186 0.399 -1.036 -0.07 0.25 -0.46 0.0484
O -1.751 -1.241 1.420 -2.02 -0.45 -0.24 0.0058
C -0.821 -1.456 0.702 5.45 0.91 2.03 -0.0150
O 0.353 -1.727 0.607 -4.71 -0.67 -0.66 0.0308
```
Forces are in eV/Å.

The calculation puts the LUMO energy (alpha / beta) at -7.31 / -7.79 eV. For the gap between HOMO and LUMO (alpha / beta), the calculation gives 3.57 / 3.36 eV. The energy relative to the best compared isomer or geometry (same formula, charge and spin) comes out at 111.07 kcal/mol. Its molar mass is 112.37 g mol⁻¹. Its strongest force on any atom is 5.88 eV/A. The value obtained for the HOMO energy (alpha / beta) is -10.87 / -11.15 eV. As for the net charge: +1. As for the multiplicity: 2.

=====

Entry 6:
Molecular formula: C44H50N8O3RbS4
Method: DFT, the ωB97M-V functional and the def2-TZVPD basis

```
110
Properties=species:S:1:pos:R:3:forces:R:3:mulliken_charge:R:1
Rb -0.005 0.142 -1.288 -0.62 -0.12 0.08 -0.0280
C -2.548 3.216 -2.347 -0.01 0.01 0.00 -1.2970
C -3.806 3.018 -1.514 0.00 0.00 0.00 -1.3148
C -3.938 1.658 -0.874 0.02 0.00 0.02 0.3906
C -4.765 1.459 0.227 0.00 0.01 0.00 -0.4430
C -4.900 0.175 0.731 0.00 0.01 0.00 -0.5316
C -4.217 -0.861 0.115 0.02 0.00 0.01 -0.2496
C -3.414 -0.569 -0.982 0.00 0.03 0.00 -0.1554
N -3.268 0.669 -1.453 -0.04 -0.02 0.00 0.0114
N -1.281 3.202 -1.615 0.03 0.00 0.00 1.4134
C -0.229 3.524 -2.562 0.04 -0.01 0.00 -1.5997
C 1.183 3.527 -2.020 -0.03 -0.06 0.02 0.9481
C 2.162 4.261 -2.686 0.01 -0.02 -0.04 -1.0725
C 3.467 4.207 -2.236 0.00 0.00 0.00 -0.7323
C 3.757 3.437 -1.120 0.01 0.01 0.00 -0.9895
C 2.716 2.758 -0.512 0.00 0.00 -0.02 -0.2581
N 1.459 2.793 -0.946 0.06 0.05 0.04 0.8332
C -1.279 4.067 -0.451 0.00 0.01 -0.02 -1.7138
C -1.822 3.411 0.801 -0.01 0.00 0.02 0.2159
C -2.641 4.133 1.664 0.01 0.01 -0.02 -0.6807
C -3.081 3.538 2.834 -0.01 -0.01 0.02 -1.1588
C -2.691 2.239 3.104 0.02 -0.03 -0.01 -0.3969
C -1.869 1.595 2.190 -0.01 0.01 0.01 -1.0598
N -1.438 2.162 1.065 0.06 0.00 0.01 1.6627
H -2.655 4.180 -2.878 0.00 0.00 0.00 0.4873
H -2.500 2.423 -3.096 0.00 0.00 0.00 0.4017
H -4.648 3.144 -2.203 0.00 0.00 0.00 0.5720
H -3.920 3.801 -0.761 0.00 0.00 0.00 0.1847
H -5.283 2.297 0.680 0.00 0.00 0.00 0.4655
H -5.535 -0.010 1.590 0.00 0.00 0.00 0.4113
H -4.297 -1.885 0.459 0.00 0.00 0.00 0.5236
H -2.852 -1.351 -1.492 -0.01 0.00 -0.01 -0.0356
H -0.406 4.503 -3.046 0.00 0.01 0.00 0.4427
H -0.274 2.780 -3.366 -0.01 0.00 -0.01 0.5193
H 1.894 4.855 -3.551 0.00 0.00 0.00 0.4877
H 4.247 4.759 -2.746 0.00 0.00 0.00 0.4073
H 4.762 3.364 -0.726 0.00 0.00 0.00 0.5123
H 2.895 2.151 0.369 0.00 0.01 0.00 0.2089
H -1.829 5.007 -0.634 0.00 0.00 0.00 0.3311
H -0.248 4.343 -0.228 0.00 0.01 0.00 0.5514
H -2.932 5.145 1.410 0.00 0.00 0.00 0.4787
H -3.722 4.079 3.519 0.00 0.00 0.00 0.4108
H -3.010 1.731 4.003 0.00 -0.04 0.03 0.2915
H -1.519 0.585 2.380 0.00 -0.03 0.01 0.7967
O 1.659 -0.936 0.666 0.03 -0.15 0.13 -0.3358
S 2.382 -1.253 1.930 0.03 0.06 -0.01 0.3958
C 4.178 -1.211 1.520 -0.02 0.00 0.00 -1.0034
C 4.469 -0.579 0.161 0.01 0.01 0.01 0.0960
C 4.550 -1.616 -0.957 0.02 -0.01 0.00 -0.3631
C 4.897 -1.005 -2.313 -0.02 0.00 0.01 -0.9651
S 3.431 -0.520 -3.284 0.09 0.13 0.05 -0.1156
O 2.468 0.016 -2.271 0.31 -0.02 -0.19 -0.0913
C 2.933 -2.154 -3.775 0.01 -0.02 -0.02 0.9488
C 2.062 -2.909 -3.010 0.00 0.06 0.01 -0.0927
C 1.722 -4.182 -3.446 0.00 -0.01 0.00 -1.2615
C 2.239 -4.674 -4.636 0.01 0.00 0.00 -0.6266
C 3.095 -3.896 -5.406 -0.01 0.00 0.00 -0.6272
C 3.443 -2.624 -4.979 -0.01 -0.01 0.00 -0.5064
C 2.314 0.260 2.899 -0.01 -0.01 0.00 0.5211
C 3.000 0.368 4.101 0.00 0.01 0.02 -0.4264
C 2.876 1.525 4.853 0.00 -0.01 -0.01 -0.7234
C 2.061 2.560 4.409 0.00 0.00 -0.01 -0.8023
C 1.361 2.430 3.219 -0.01 0.01 0.01 -0.7294
C 1.480 1.272 2.461 -0.03 -0.05 0.02 -0.5581
H 4.506 -2.252 1.546 -0.02 -0.01 -0.01 0.5694
H 4.670 -0.682 2.336 0.01 -0.02 0.01 0.4929
H 5.424 -0.046 0.225 -0.01 0.02 0.00 0.6343
H 3.698 0.148 -0.093 0.00 -0.01 -0.01 -0.5849
H 3.604 -2.158 -1.020 0.00 0.01 0.00 -0.1097
H 5.319 -2.353 -0.703 -0.01 -0.01 0.00 0.5123
H 5.452 -1.692 -2.952 0.01 0.01 0.00 0.5114
H 5.490 -0.094 -2.194 -0.01 0.01 -0.01 0.4871
H 1.600 -2.502 -2.118 0.01 -0.03 0.00 0.3775
H 1.001 -4.757 -2.880 0.00 0.01 0.01 0.6466
H 1.923 -5.648 -4.985 0.00 0.00 0.00 0.4161
H 3.455 -4.262 -6.359 0.00 0.00 0.00 0.3553
H 4.074 -1.987 -5.588 0.00 0.00 0.00 0.4106
H 3.616 -0.450 4.458 0.00 0.00 0.00 0.5459
H 3.410 1.618 5.791 0.00 0.00 0.00 0.4034
H 1.964 3.462 4.999 0.00 0.00 0.00 0.4170
H 0.706 3.222 2.876 0.00 0.00 0.00 0.4357
H 0.912 1.147 1.548 0.06 0.04 -0.03 0.9286
S -1.241 -3.186 -1.999 0.05 0.07 -0.03 -0.3398
C -1.183 -2.685 -3.660 -0.04 0.02 0.04 0.6582
S -1.109 -1.027 -4.098 0.01 -0.03 -0.12 -0.3589
C -1.167 -3.671 -4.665 -0.03 -0.01 -0.04 0.3305
C -1.021 -3.354 -6.044 0.03 0.00 0.01 -0.1669
N -0.879 -3.172 -7.177 -0.02 -0.01 0.00 -0.7049
C -1.186 -5.061 -4.373 0.05 0.03 0.08 -0.0413
N -1.147 -6.199 -4.169 -0.03 -0.01 -0.05 -0.7352
C -0.919 -3.117 1.378 0.04 -0.01 -0.01 -0.6777
N -1.796 -2.913 2.524 -0.08 0.13 -0.04 0.5012
C -2.781 -3.958 2.724 -0.03 0.06 0.01 -1.1549
C -1.444 -2.018 3.484 0.19 -0.25 0.16 0.3838
O -0.340 -1.480 3.529 0.03 0.14 -0.11 -0.5808
N -2.388 -1.774 4.482 -0.07 0.01 -0.05 0.1782
C -1.897 -1.045 5.635 0.00 -0.02 -0.01 -0.9719
C -3.774 -1.501 4.129 0.03 -0.04 0.01 -0.9152
H -0.270 -3.984 1.541 0.02 0.00 0.01 0.2353
H -0.291 -2.249 1.202 -0.09 0.02 0.07 -0.2798
H -1.519 -3.297 0.487 0.00 0.00 0.04 0.4928
H -2.344 -4.910 2.419 0.00 0.00 0.00 0.4278
H -3.680 -3.800 2.121 0.00 0.01 -0.01 0.1967
H -3.061 -4.027 3.772 -0.01 0.02 0.02 0.4091
H -0.915 -1.418 5.913 -0.01 0.00 0.00 0.3008
H -2.587 -1.194 6.466 -0.01 0.00 -0.01 0.3581
H -1.800 0.029 5.441 0.00 0.04 -0.01 0.2555
H -4.468 -2.214 4.585 0.01 -0.01 0.01 0.2811
H -3.906 -1.527 3.050 0.01 -0.05 -0.05 0.0961
H -4.049 -0.499 4.470 0.00 0.03 -0.02 0.3965
```
Forces are in eV/Å.

The calculation puts the LUMO energy at 1.58 eV. For the gap between HOMO and LUMO, the calculation gives 4.86 eV. The energy relative to the best compared isomer or geometry (same formula, charge and spin) comes out at 10.12 kcal/mol. Its molar mass is 952.67 g mol⁻¹. Its strongest force on any atom is 0.64 eV/A. The value obtained for the HOMO energy is -3.28 eV. As for the net charge: -1. As for the multiplicity: 1.